# 1
57
Properties=species:S:1:pos:R:3:forces:R:3 method="wB97M-V/def2-TZVPD" total_charge=+2 homo_energy_ev="-12.5 / -12.6" lumo_energy_ev="-8.21 / -8.21" molar_mass_g_mol=558.4 multiplicity=1 e_tot_ha=-1662.6625 orbital_gap_ev="4.25 / 4.41"
W 0.731 0.264 0.135 2.5 -1.1 -1.8
Si 0.056 2.326 -0.947 -0.1 2.4 -1.3
P 0.270 -1.034 -1.871 1.2 -0.2 -0.9
N 2.471 0.397 0.290 -2.4 0.1 -1.1
H -2.663 -0.595 -1.310 1.5 0.8 -0.3
C 0.031 -2.812 -1.585 -0.3 -0.6 -0.2
H -0.036 -3.378 -2.524 0.1 0.2 0.1
H -0.902 -2.993 -1.042 0.0 0.0 0.0
H 0.841 -3.256 -0.996 -0.1 0.3 0.0
C -0.871 -0.700 -3.266 -0.1 0.0 -0.1
H -0.747 -1.497 -4.016 -0.1 0.1 0.3
H -0.617 0.243 -3.762 -0.1 0.0 0.3
H -1.925 -0.662 -2.963 0.3 0.0 -0.4
C 1.875 -0.950 -2.727 0.5 -0.1 -0.5
H 1.882 -1.603 -3.601 -0.2 -0.1 0.0
H 2.718 -1.248 -2.107 -0.1 -0.1 0.3
H 2.104 0.050 -3.091 -0.3 0.2 0.2
C -1.759 2.790 -1.440 -0.1 -0.6 0.4
H -2.319 3.053 -0.526 0.0 -0.1 -0.4
H -2.278 1.966 -1.956 0.0 0.5 0.0
H -1.737 3.677 -2.102 0.1 -0.5 0.4
H 0.353 3.497 -0.050 0.2 -0.3 -0.1
H 0.737 2.649 -2.254 0.1 -0.3 0.3
C 3.826 0.535 0.339 0.8 0.2 0.0
C 5.884 -0.174 1.361 -0.7 0.9 -1.4
C 4.519 -0.395 1.135 0.8 1.3 -0.2
C 4.398 1.620 -0.363 0.8 -0.8 1.2
C 5.763 1.866 -0.160 -0.6 -1.4 0.4
C 6.456 0.946 0.679 1.0 0.1 0.4
H 6.445 -0.870 1.996 0.0 0.6 -0.4
H 3.927 -1.169 1.589 0.1 -0.3 0.2
H 3.734 2.234 -0.941 0.0 0.3 -0.2
H 6.244 2.711 -0.674 0.0 -0.6 0.5
H 7.540 1.123 0.837 -0.8 -0.1 -0.1
C -4.196 -0.548 -0.424 -0.5 0.8 -1.9
O -3.461 -0.058 -1.406 -0.5 -2.1 2.2
C -3.651 -1.088 0.817 0.4 -1.3 0.9
H -4.273 -1.911 1.209 -0.1 0.4 -0.3
H -3.623 -0.366 1.647 -0.3 0.4 -0.5
H -2.636 -1.504 0.790 0.0 0.3 -0.5
C -5.604 -0.502 -0.809 0.3 1.0 -0.1
H -6.018 -1.510 -0.926 0.0 0.0 0.4
H -5.597 0.008 -1.779 -0.6 -0.1 0.3
H -6.118 0.090 -0.053 -0.6 -0.2 0.1
N -0.292 0.149 1.703 -4.3 -0.6 4.9
C -0.964 0.029 2.685 2.4 1.0 -1.2
C -1.282 -0.007 4.048 -0.5 -0.4 1.5
C -0.216 -0.061 4.992 -0.1 -0.1 0.3
C -0.494 -0.115 6.361 0.2 0.1 -0.2
C -1.807 -0.120 6.825 -0.3 0.0 -0.2
C -2.863 -0.058 5.908 -0.4 0.1 -0.5
C -2.612 0.008 4.542 0.2 -0.1 -0.3
H 0.819 -0.059 4.661 -0.2 0.0 -0.1
H 0.321 -0.154 7.091 -0.2 0.0 -0.5
H -2.039 -0.167 7.897 0.3 0.0 -0.5
H -3.904 -0.055 6.247 0.5 0.0 -0.1
H -3.420 0.073 3.806 0.1 0.0 0.5

=====

# 2
56
Properties=species:S:1:pos:R:3:forces:R:3 method="wB97M-V/def2-TZVPD" smiles="CCN(CCCNC(=O)[C@H]1CCC(=O)N1C(C)C)c1cccc(C)c1" total_charge=0 homo_energy_ev=-7.9 lumo_energy_ev=0.77 molar_mass_g_mol=345.5 multiplicity=1 e_tot_ha=-1095.5108 e_above_lowest_ev=0.612 orbital_gap_ev=8.66
C 2.045 1.453 2.929 -0.2 -0.1 -0.2
C 0.886 1.275 1.947 0.2 -0.1 0.3
N 1.268 1.494 0.563 0.0 0.1 0.1
C 1.318 2.884 0.146 -0.1 0.2 -0.5
C 0.310 3.230 -0.963 0.0 0.0 0.3
C -1.127 2.864 -0.595 0.0 0.1 -0.2
N -1.319 1.436 -0.666 0.3 0.0 0.1
C -2.339 0.849 -1.311 0.1 -0.4 0.1
O -3.243 1.446 -1.858 -0.3 0.1 -0.3
C -2.231 -0.682 -1.334 -0.3 0.1 -0.2
C -1.058 -1.112 -2.241 0.1 -0.1 -0.1
C -0.353 -2.227 -1.475 0.0 0.0 0.0
C -0.862 -2.106 -0.052 0.4 -0.1 -0.3
O -0.428 -2.686 0.920 0.1 -0.3 0.3
N -1.908 -1.244 -0.038 -0.1 0.3 -0.1
C -2.823 -1.209 1.092 -0.2 -0.1 0.4
C -3.052 0.201 1.628 0.1 -0.2 0.0
C -4.156 -1.871 0.739 0.3 0.0 0.0
C 2.044 0.544 -0.095 0.0 -0.1 -0.1
C 2.621 0.814 -1.342 0.0 0.2 -0.1
C 3.333 -0.157 -2.018 0.0 0.0 0.0
C 3.485 -1.427 -1.492 0.0 -0.1 0.0
C 2.919 -1.724 -0.260 0.1 0.1 -0.1
C 3.034 -3.088 0.349 0.0 0.0 0.0
C 2.219 -0.742 0.424 0.0 0.0 0.1
H 2.847 0.757 2.696 0.1 0.0 0.0
H 1.706 1.269 3.945 0.0 0.0 0.1
H 2.442 2.465 2.872 0.0 0.1 0.0
H 0.464 0.273 2.051 -0.1 0.1 0.0
H 0.092 1.988 2.189 0.0 -0.1 -0.1
H 2.327 3.153 -0.188 0.0 0.0 0.1
H 1.091 3.507 1.015 0.1 0.0 0.0
H 0.370 4.304 -1.148 0.0 0.1 0.0
H 0.567 2.714 -1.888 0.0 0.0 -0.1
H -1.363 3.227 0.413 0.0 0.1 0.0
H -1.835 3.314 -1.296 0.1 0.0 0.1
H -0.599 0.870 -0.239 -0.1 0.0 -0.1
H -3.185 -1.075 -1.705 0.1 0.2 0.0
H -0.375 -0.275 -2.394 0.0 0.0 0.0
H -1.416 -1.434 -3.217 0.0 0.1 0.0
H -0.637 -3.218 -1.835 0.0 0.0 0.0
H 0.732 -2.154 -1.510 0.0 0.0 0.0
H -2.321 -1.808 1.863 -0.1 0.1 -0.2
H -2.109 0.675 1.887 0.1 0.1 0.0
H -3.568 0.816 0.894 -0.1 0.1 0.0
H -3.668 0.147 2.522 -0.1 0.0 0.1
H -4.720 -1.253 0.043 -0.1 0.0 -0.1
H -4.749 -2.000 1.640 -0.1 0.0 0.1
H -3.989 -2.849 0.293 0.0 -0.1 0.0
H 2.526 1.784 -1.801 -0.1 0.1 0.0
H 3.769 0.084 -2.976 0.0 0.0 -0.1
H 4.036 -2.181 -2.035 0.0 -0.1 0.0
H 2.060 -3.416 0.710 -0.1 -0.1 0.0
H 3.409 -3.809 -0.373 0.0 -0.1 0.0
H 3.716 -3.067 1.199 0.1 -0.1 0.1
H 1.795 -1.024 1.373 -0.1 0.0 0.1

=====

# 3
56
Properties=species:S:1:pos:R:3:forces:R:3 method="wB97M-V/def2-TZVPD" smiles="CC(C)C[C@@H](NC(=O)[C@H]1CC[C@H](C)CC1)C(=O)NCc1cccnc1" total_charge=0 homo_energy_ev=-9.5 lumo_energy_ev=0.65 molar_mass_g_mol=345.5 multiplicity=1 e_tot_ha=-1095.5164 e_above_lowest_ev=0.459 orbital_gap_ev=10.17
C -1.364 -3.936 0.084 0.2 -0.1 -0.1
C 0.129 -4.066 -0.211 0.0 0.1 0.0
C 0.385 -3.900 -1.706 0.0 -0.1 0.2
C 0.984 -3.106 0.633 -0.1 0.0 -0.2
C 0.906 -1.620 0.247 0.0 -0.1 0.2
N -0.383 -1.037 0.524 0.3 -0.1 0.2
C -1.124 -0.441 -0.440 -0.3 0.0 0.5
O -0.855 -0.541 -1.622 0.0 0.1 -0.4
C -2.306 0.347 0.097 0.1 0.2 -0.5
C -3.427 0.425 -0.938 -0.1 -0.1 0.2
C -4.573 1.294 -0.432 0.3 0.1 -0.3
C -4.089 2.703 -0.087 -0.3 -0.1 0.4
C -5.241 3.566 0.421 0.2 -0.1 -0.2
C -2.971 2.617 0.952 0.1 0.1 -0.4
C -1.817 1.760 0.445 -0.1 0.0 0.3
C 1.948 -0.853 1.067 -0.2 -0.3 -0.5
O 1.650 -0.240 2.072 -0.1 0.2 0.3
N 3.209 -0.951 0.601 0.4 -0.1 -0.1
C 4.321 -0.251 1.211 0.0 0.0 0.2
C 4.783 0.902 0.362 0.1 0.1 -0.1
C 3.880 1.864 -0.081 0.2 0.0 0.0
C 4.338 2.906 -0.868 0.0 -0.1 0.1
C 5.688 2.946 -1.184 -0.2 0.2 -0.1
N 6.555 2.040 -0.769 0.5 0.1 -0.2
C 6.112 1.047 -0.020 -0.3 -0.2 0.2
H -1.554 -3.972 1.154 -0.1 0.0 0.1
H -1.906 -4.754 -0.387 -0.1 -0.1 0.0
H -1.754 -3.003 -0.310 -0.1 0.0 0.0
H 0.440 -5.077 0.082 0.0 0.1 0.0
H -0.108 -4.697 -2.257 0.0 -0.1 -0.1
H -0.012 -2.952 -2.062 0.0 0.1 -0.1
H 1.451 -3.945 -1.926 0.1 0.0 -0.1
H 2.030 -3.414 0.549 0.0 0.0 0.1
H 0.697 -3.201 1.683 0.1 0.0 0.1
H 1.094 -1.489 -0.823 0.0 0.0 0.1
H -0.537 -0.800 1.494 -0.1 0.1 -0.1
H -2.679 -0.136 1.007 0.0 0.0 0.0
H -3.789 -0.581 -1.161 0.0 0.0 -0.1
H -3.019 0.840 -1.862 0.0 0.0 0.0
H -5.354 1.347 -1.193 -0.1 0.0 0.0
H -5.009 0.836 0.461 -0.1 0.0 0.1
H -3.683 3.161 -0.996 0.0 0.0 0.0
H -6.026 3.636 -0.329 -0.1 0.0 0.0
H -4.894 4.571 0.650 0.0 0.1 0.1
H -5.668 3.137 1.325 -0.1 0.0 0.1
H -3.369 2.184 1.873 -0.1 0.0 0.1
H -2.606 3.619 1.186 0.0 0.0 0.1
H -1.029 1.707 1.201 0.1 0.0 0.0
H -1.391 2.214 -0.454 0.1 0.0 0.0
H 3.375 -1.401 -0.286 -0.1 0.0 0.0
H 5.145 -0.950 1.384 -0.1 0.1 0.1
H 3.954 0.117 2.175 0.1 -0.1 -0.1
H 2.837 1.792 0.194 -0.1 0.0 0.0
H 3.664 3.668 -1.227 0.0 0.1 0.0
H 6.098 3.738 -1.797 -0.1 0.1 -0.1
H 6.861 0.331 0.296 0.0 -0.2 0.1

=====

# 4
59
Properties=species:S:1:pos:R:3:forces:R:3 method="wB97M-V/def2-TZVPD" smiles="COc1ccc(N2CCN(S(=O)(=O)CCNC(=O)C3CCCCC3)CC2)cc1" total_charge=0 homo_energy_ev=-7.3 lumo_energy_ev=0.53 molar_mass_g_mol=409.6 multiplicity=1 e_tot_ha=-1644.1145 e_above_lowest_ev=2.708 orbital_gap_ev=7.83
C -4.897 -2.353 0.170 -0.1 -0.2 0.0
O -4.573 -0.986 0.205 0.1 0.3 0.1
C -3.571 -0.584 1.048 0.0 0.0 0.1
C -3.262 0.775 1.031 0.0 -0.1 -0.1
C -2.264 1.281 1.831 -0.1 -0.1 -0.1
C -1.510 0.448 2.666 -0.5 -0.2 0.1
N -0.519 1.005 3.480 0.2 0.0 0.1
C 0.164 0.193 4.456 0.0 0.0 0.0
C 1.298 -0.633 3.809 -0.2 -0.4 0.2
N 1.784 0.036 2.616 -0.4 -0.4 -0.9
S 1.237 -0.530 1.135 1.3 -0.2 0.1
O 0.484 0.473 0.430 0.1 0.3 0.1
O 0.651 -1.825 1.304 0.1 -0.3 0.2
C 2.819 -0.754 0.260 -0.8 0.0 0.1
C 2.521 -1.324 -1.123 0.1 -0.1 -0.1
N 1.737 -0.404 -1.908 -0.1 -0.1 0.1
C 2.287 0.321 -2.912 -0.3 0.1 0.1
O 3.415 0.109 -3.314 0.4 0.0 -0.2
C 1.416 1.425 -3.507 0.1 0.3 -0.2
C -0.067 1.406 -3.130 0.1 -0.2 0.1
C -0.791 0.208 -3.740 -0.2 0.2 -0.1
C -0.629 0.210 -5.258 0.1 -0.3 0.1
C 0.850 0.197 -5.629 -0.1 0.3 -0.1
C 1.566 1.406 -5.034 0.2 -0.2 0.1
C 1.788 1.478 2.735 0.0 0.4 -0.1
C 0.355 2.027 2.939 0.0 0.3 0.1
C -1.854 -0.899 2.704 0.1 0.3 0.2
C -2.868 -1.410 1.910 -0.4 -0.1 -0.3
H -5.273 -2.704 1.138 0.0 0.0 0.0
H -5.685 -2.451 -0.576 0.1 -0.1 0.1
H -4.038 -2.963 -0.127 0.0 0.0 0.0
H -3.826 1.423 0.379 -0.1 0.1 -0.1
H -2.074 2.342 1.810 0.0 0.1 0.0
H 0.588 0.880 5.198 0.0 -0.1 0.0
H -0.551 -0.452 4.967 0.1 0.0 0.1
H 0.950 -1.614 3.485 0.0 0.0 0.3
H 2.136 -0.761 4.503 -0.1 0.0 0.0
H 3.301 0.217 0.197 0.1 0.1 0.0
H 3.405 -1.437 0.864 0.0 -0.1 0.1
H 3.449 -1.504 -1.676 -0.2 0.0 0.2
H 1.972 -2.263 -1.002 0.2 0.0 -0.1
H 0.883 -0.090 -1.472 0.0 0.1 -0.3
H 1.861 2.357 -3.133 0.0 -0.1 0.0
H -0.204 1.428 -2.046 0.0 0.1 0.0
H -0.518 2.321 -3.525 0.0 0.0 0.1
H -0.381 -0.720 -3.339 -0.1 -0.1 0.0
H -1.850 0.249 -3.476 0.0 -0.1 0.1
H -1.129 -0.660 -5.687 -0.1 0.0 0.0
H -1.099 1.105 -5.674 -0.1 0.0 -0.1
H 1.315 -0.715 -5.249 0.0 -0.1 0.0
H 0.963 0.204 -6.716 0.1 -0.1 0.0
H 2.628 1.366 -5.283 0.0 0.1 0.0
H 1.147 2.324 -5.451 0.0 0.1 0.0
H 2.220 1.884 1.821 0.1 0.2 0.1
H 2.438 1.734 3.576 0.0 0.0 -0.1
H 0.382 2.883 3.627 0.1 0.0 -0.1
H -0.034 2.353 1.977 0.0 0.1 0.1
H -1.328 -1.592 3.339 0.1 0.0 0.1
H -3.079 -2.466 1.970 0.0 -0.1 0.0